Entry 1:
Computed, not measured: a 6-piece molecular cluster, C6H23NO6 overall in a non-equilibrium geometry, with ωB97M-V/def2-TZVPD.

As for the spin multiplicity: 1. Its total energy is -748.5541 a.u. Its net charge is 0. Its structure (SMILES) is CCCN[C@H](C)C=O.O.O.O.O.O. The value obtained for the HOMO energy is -9.94 eV. As for the relative energy (zero: lowest compared OMol25 entry of this formula, charge and spin): 204.7 kJ/mol. The value obtained for the gap between HOMO and LUMO is 10.3331 eV.

Each line ends with the Löwdin charge.
CARTESIAN COORDINATES (ANGSTROEM)
C  1.250  -2.522  -0.314  -0.214
C  2.064  -1.517  0.582  -0.098
C  -0.238  -2.237  -0.500  -0.220
N  -0.470  -0.806  -0.650  -0.057
C  -2.347  0.169  -1.928  -0.034
C  -1.933  -0.534  -0.645  -0.331
C  -2.333  0.156  0.665  -0.191
O  -1.749  -0.018  1.704  0.058
H  1.828  -2.748  -1.228  0.105
H  1.394  -3.405  0.312  0.096
H  1.455  -0.812  1.150  0.043
H  2.474  -0.704  -0.044  0.059
H  2.790  -1.986  1.235  0.079
H  -0.536  -2.674  -1.458  0.129
H  -0.732  -2.746  0.329  0.101
H  -0.059  -0.136  0.005  0.116
H  -1.475  0.623  -2.415  0.074
H  -3.139  0.910  -1.840  0.075
H  -2.704  -0.618  -2.610  0.085
H  -2.433  -1.490  -0.510  0.139
H  -3.226  0.818  0.738  0.133
H  -0.433  -2.527  2.150  0.009
H  0.503  -1.521  2.786  0.027
O  0.260  -2.451  2.819  -0.051
H  3.066  2.355  -1.455  0.056
H  1.691  1.758  -2.014  -0.004
O  2.112  2.519  -1.542  -0.090
H  2.018  -0.300  -2.259  0.046
H  0.492  -0.257  -2.021  0.027
O  1.245  0.235  -2.474  -0.087
H  0.887  2.579  1.470  -0.009
H  -0.148  2.497  2.651  0.031
O  0.626  2.091  2.261  -0.071
H  0.896  3.291  -0.281  0.002
H  -0.507  3.654  -0.675  0.043
O  0.057  3.609  0.100  -0.075


Entry 2:
Computed, not measured: C28H47BrNOP3Ti as an isolated structure in a non-equilibrium geometry, with ωB97M-V/def2-TZVPD.

As for the spin multiplicity: 3. Its total energy is -5672.1052 a.u. Its expectation value of S² is 2.008. Its net charge is +2. The value obtained for the HOMO energy (spin up / spin down) is -13.58 / -14.32 eV. As for the relative energy (zero: lowest compared OMol25 entry of this formula, charge and spin): 61.1 kJ/mol. The value obtained for the gap between HOMO and LUMO (spin up / spin down) is 7.6343 / 6.8634 eV.

Each line ends with the Mulliken spin population.
CARTESIAN COORDINATES (ANGSTROEM)
C  -0.377  4.292  -1.077  0.001
C  -0.916  3.134  -1.649  0.060
C  -1.175  3.162  -3.025  0.008
C  -0.834  4.304  -3.766  -0.003
N  -0.276  5.375  -3.217  0.008
C  -0.057  5.375  -1.909  -0.003
C  -1.152  1.940  -0.824  0.111
C  -1.811  1.425  0.191  0.134
C  -2.475  0.829  1.294  0.041
C  -1.761  -0.132  2.063  0.068
C  -2.393  -0.953  2.990  0.003
C  -3.787  -0.850  3.151  0.015
C  -4.491  0.153  2.447  -0.004
C  -3.816  1.065  1.652  0.047
Ti  -0.145  0.478  -0.033  1.488
P  2.328  -0.725  -0.074  0.092
H  -1.640  2.323  -3.530  0.001
H  -0.215  4.378  -0.006  0.000
H  -1.023  4.338  -4.838  0.000
H  0.397  6.271  -1.493  0.000
H  -4.305  1.946  1.249  -0.002
H  -0.657  -0.233  1.945  -0.022
H  -5.566  0.214  2.558  0.002
H  -1.791  -1.661  3.556  0.000
C  2.271  -2.039  1.241  0.013
C  2.930  -3.372  0.902  0.002
H  1.210  -2.196  1.492  0.002
H  2.734  -1.612  2.145  0.003
H  2.828  -4.059  1.752  0.000
H  2.469  -3.859  0.031  0.000
H  4.007  -3.271  0.718  0.000
C  3.129  -1.454  -1.563  -0.015
C  3.429  -0.429  -2.653  0.005
H  2.462  -2.235  -1.948  -0.002
H  4.049  -1.966  -1.252  0.000
H  3.766  -0.952  -3.555  0.001
H  2.537  0.148  -2.924  0.000
H  4.224  0.269  -2.358  0.001
C  3.700  0.326  0.575  0.001
C  5.003  -0.429  0.831  0.000
H  3.337  0.801  1.500  0.001
H  3.849  1.127  -0.163  0.000
H  5.797  0.285  1.084  0.000
H  4.905  -1.129  1.671  0.000
H  5.347  -1.003  -0.039  0.000
Br  -4.597  -1.964  4.327  0.004
P  -1.300  -1.252  -1.161  -0.099
C  -0.243  -2.804  -1.171  -0.021
C  -0.713  -4.141  -1.739  0.001
H  0.113  -2.945  -0.138  0.002
H  0.638  -2.513  -1.762  0.012
H  0.131  -4.836  -1.832  0.000
H  -1.426  -4.664  -1.096  0.000
H  -1.120  -4.017  -2.745  0.000
C  -3.033  -1.730  -0.680  0.013
C  -3.714  -2.937  -1.329  -0.002
H  -3.648  -0.830  -0.835  0.004
H  -3.022  -1.863  0.411  0.000
H  -4.534  -3.299  -0.694  0.000
H  -4.141  -2.689  -2.306  0.000
H  -3.009  -3.759  -1.440  0.000
C  -1.501  -0.700  -2.945  0.037
C  -2.461  -1.444  -3.874  0.012
H  -0.498  -0.770  -3.385  -0.001
H  -1.756  0.366  -2.902  0.003
H  -2.407  -1.035  -4.892  0.000
H  -2.182  -2.498  -3.944  0.000
H  -3.506  -1.359  -3.566  -0.002
C  -0.752  3.026  3.141  0.007
P  0.831  2.249  2.799  -0.002
C  2.153  3.438  2.613  0.001
C  1.155  1.054  4.098  0.001
O  0.753  1.445  1.469  -0.026
H  -1.104  3.574  2.259  0.000
H  -0.664  3.735  3.973  0.000
H  -1.516  2.284  3.406  -0.001
H  2.547  3.789  3.575  0.000
H  2.971  2.973  2.053  0.000
H  1.800  4.310  2.047  0.000
H  0.354  0.301  4.168  0.000
H  2.101  0.541  3.895  0.000
H  1.254  1.565  5.062  0.000


Entry 3:
Computed, not measured: C30H45BrCoN2P2S as an isolated structure in a non-equilibrium geometry, with ωB97M-V/def2-TZVPD.

As for the spin multiplicity: 4. Its total energy is -6316.6991 a.u. Its expectation value of S² is 3.919. Its net charge is +2. The value obtained for the HOMO energy (spin up / spin down) is -13.30 / -13.59 eV. As for the relative energy (zero: lowest compared OMol25 entry of this formula, charge and spin): 105.0 kJ/mol. The value obtained for the gap between HOMO and LUMO (spin up / spin down) is 6.5319 / 5.3352 eV.

Each line ends with the Mulliken spin population.
CARTESIAN COORDINATES (ANGSTROEM)
N  3.488  5.452  3.088  0.108
C  3.918  4.316  3.647  -0.042
C  4.318  3.218  2.886  0.080
C  4.261  3.280  1.475  -0.006
C  3.796  4.490  0.907  0.091
C  3.422  5.542  1.759  -0.040
C  4.628  2.132  0.678  0.301
Co  -0.289  -1.150  -1.158  1.983
P  -2.355  -2.829  -0.970  -0.062
C  4.406  2.041  -0.683  0.000
C  3.724  0.915  -1.261  0.074
C  2.975  1.031  -2.470  0.049
C  1.793  0.312  -2.587  0.010
C  1.484  -0.583  -1.543  0.010
C  2.449  -1.045  -0.652  -0.020
C  3.587  -0.259  -0.483  0.087
Br  -0.199  -2.488  -3.067  0.006
H  5.027  1.279  1.230  0.005
H  4.633  2.876  -1.349  0.008
H  4.683  2.318  3.371  0.006
H  3.777  4.626  -0.173  0.005
H  3.958  4.277  4.738  -0.001
H  3.069  6.490  1.335  0.000
H  3.306  1.730  -3.238  0.000
H  4.332  -0.482  0.282  0.012
H  1.105  0.440  -3.426  0.004
H  2.307  -1.984  -0.120  0.019
P  -1.111  0.977  -0.771  0.058
C  -1.438  -4.397  -0.513  0.009
C  -1.907  -5.724  -1.075  -0.005
H  -1.461  -4.417  0.588  0.000
H  -0.389  -4.228  -0.800  -0.001
H  -1.279  -6.523  -0.661  -0.001
H  -2.941  -5.960  -0.805  0.001
H  -1.786  -5.764  -2.161  0.000
C  -3.293  -2.628  -2.567  -0.004
C  -3.797  -3.878  -3.252  -0.004
H  -2.609  -2.103  -3.256  -0.001
H  -4.111  -1.919  -2.352  0.003
H  -3.898  -3.675  -4.326  0.000
H  -3.111  -4.721  -3.137  0.001
H  -4.790  -4.167  -2.882  0.000
C  -3.700  -2.810  0.284  -0.007
C  -4.624  -4.031  0.342  -0.005
H  -4.289  -1.905  0.079  -0.001
H  -3.189  -2.666  1.246  0.001
H  -5.581  -3.725  0.783  0.000
H  -4.851  -4.455  -0.646  0.000
H  -4.220  -4.824  0.984  0.000
C  -2.231  1.466  0.595  0.023
C  -3.555  0.727  0.713  0.004
H  -2.414  2.541  0.441  0.002
H  -1.654  1.374  1.528  0.001
H  -4.255  1.340  1.299  0.000
H  -4.020  0.531  -0.259  -0.001
H  -3.442  -0.226  1.240  -0.002
C  -2.123  1.433  -2.229  0.020
C  -1.366  1.466  -3.547  -0.002
H  -2.517  2.434  -1.994  0.003
H  -2.979  0.743  -2.270  0.004
H  -2.040  1.791  -4.348  0.000
H  -0.527  2.170  -3.506  0.001
H  -0.978  0.480  -3.829  0.001
C  0.127  2.348  -0.665  0.021
C  0.526  2.912  0.694  -0.001
H  -0.294  3.147  -1.292  0.000
H  1.031  1.997  -1.175  -0.002
H  1.158  3.795  0.533  0.001
H  -0.329  3.226  1.306  0.001
H  1.127  2.199  1.272  -0.003
S  -0.402  -1.286  1.089  0.127
C  0.695  -0.582  2.230  -0.009
N  0.254  0.466  3.012  0.027
C  1.064  1.127  3.896  0.003
C  2.341  0.663  4.110  0.019
C  2.770  -0.501  3.457  0.002
C  1.942  -1.123  2.527  0.024
H  -0.717  0.761  2.922  -0.001
H  0.618  1.964  4.424  0.000
H  2.995  1.187  4.802  -0.001
H  3.745  -0.930  3.689  0.000
H  2.224  -2.041  2.018  0.001


Entry 4:
Computed, not measured: an isolated ion of composition C26H35N4 and charge +1 in a non-equilibrium geometry, with ωB97M-V/def2-TZVPD.

As for the spin multiplicity: 1. Its total energy is -1230.5221 a.u. Its net charge is +1. Its structure (SMILES) is CN[NH2+]C(c1cc2c3c(c1)CCCN3CCC2)c1cc2c3c(c1)CCCN3CCC2. The value obtained for the HOMO energy is -9.80 eV. As for the relative energy (zero: lowest compared OMol25 entry of this formula, charge and spin): 87.1 kJ/mol. The value obtained for the gap between HOMO and LUMO is 7.3384 eV.

Each line ends with the Löwdin charge.
CARTESIAN COORDINATES (ANGSTROEM)
C  3.501  -5.128  -0.311  -0.162
C  3.143  -5.180  1.162  -0.167
N  2.736  -3.902  1.674  -0.091
C  2.809  -3.785  3.107  -0.164
C  2.718  -2.337  3.557  -0.162
C  1.480  -1.667  2.978  -0.147
C  1.272  -1.981  1.537  -0.131
C  1.939  -3.078  0.932  -0.093
C  1.767  -3.306  -0.465  -0.134
C  1.016  -2.421  -1.232  -0.003
C  0.376  -1.338  -0.632  -0.201
C  -0.316  -0.360  -1.549  -0.207
C  -0.566  1.080  -1.094  -0.169
C  -1.275  1.904  -1.983  -0.012
C  -1.653  3.192  -1.598  -0.142
C  -1.282  3.693  -0.315  -0.090
N  -1.704  4.922  0.118  -0.083
C  -2.353  5.848  -0.762  -0.173
C  -3.216  5.157  -1.804  -0.161
C  -2.433  4.061  -2.519  -0.155
C  -1.248  5.538  1.339  -0.166
C  -0.897  4.505  2.385  -0.165
C  0.029  3.443  1.812  -0.142
C  -0.436  2.907  0.506  -0.131
C  -0.001  1.662  0.050  0.011
C  0.410  -1.200  0.762  -0.007
C  2.394  -4.482  -1.130  -0.153
H  4.422  -4.557  -0.440  0.122
H  3.687  -6.138  -0.676  0.117
H  2.341  -5.930  1.317  0.139
H  4.002  -5.514  1.752  0.125
H  2.002  -4.373  3.586  0.138
H  3.757  -4.240  3.424  0.126
H  2.705  -2.308  4.648  0.118
H  3.618  -1.805  3.237  0.123
H  0.601  -1.985  3.556  0.129
H  1.562  -0.585  3.120  0.118
H  0.904  -2.579  -2.317  0.122
H  0.267  -0.336  -2.488  0.165
H  -1.525  1.562  -3.007  0.130
H  -2.976  6.530  -0.170  0.125
H  -1.611  6.489  -1.279  0.139
H  -4.085  4.709  -1.315  0.121
H  -3.583  5.882  -2.534  0.119
H  -1.744  4.522  -3.244  0.132
H  -3.115  3.427  -3.094  0.116
H  -0.372  6.180  1.127  0.138
H  -2.040  6.216  1.693  0.128
H  -0.442  5.017  3.232  0.119
H  -1.816  4.050  2.754  0.122
H  1.026  3.892  1.698  0.134
H  0.140  2.635  2.541  0.119
H  0.770  1.123  0.603  0.117
H  -0.235  -0.459  1.245  0.121
H  2.788  -4.162  -2.101  0.122
H  1.610  -5.226  -1.345  0.128
C  -2.694  -3.104  -2.616  -0.066
N  -1.556  -2.155  -2.788  -0.026
N  -1.608  -0.949  -1.893  0.074
H  -2.464  -4.070  -3.093  0.100
H  -2.849  -3.297  -1.559  0.082
H  -3.654  -2.771  -3.041  0.087
H  -1.763  -1.705  -3.693  0.131
H  -1.980  -1.413  -1.061  0.174
H  -2.304  -0.319  -2.308  0.168


Entry 5:
Computed, not measured: C55H48BeNO3P4S as an isolated structure in a non-equilibrium geometry, with ωB97M-V/def2-TZVPD.

As for the spin multiplicity: 2. Its total energy is -4183.6353 a.u. Its expectation value of S² is 0.765. Its net charge is 0. The value obtained for the HOMO energy (spin up / spin down) is -3.23 / -7.20 eV. The value obtained for the gap between HOMO and LUMO (spin up / spin down) is 3.5572 / 7.5829 eV.

Each line ends with the Mulliken spin population.
CARTESIAN COORDINATES (ANGSTROEM)
Be  1.787  -1.093  0.253  0.095
O  0.609  -0.707  1.221  -0.073
P  -0.234  -1.470  2.210  -0.134
C  0.767  -2.929  2.790  0.029
P  2.535  -2.740  2.322  0.069
O  2.605  -2.378  0.872  0.029
C  3.331  -1.457  3.315  -0.020
C  2.818  -0.835  4.450  0.004
C  3.584  0.116  5.104  0.000
C  4.861  0.421  4.654  0.000
C  5.381  -0.215  3.533  0.001
C  4.617  -1.148  2.867  -0.001
C  3.298  -4.341  2.522  -0.019
C  3.420  -4.968  3.770  0.018
C  3.933  -6.245  3.842  -0.009
C  4.335  -6.912  2.688  0.019
C  4.254  -6.274  1.453  -0.009
C  3.743  -5.000  1.367  0.027
C  -0.695  -0.432  3.585  0.033
C  -1.583  -0.894  4.572  0.213
C  -1.935  -0.066  5.616  -0.079
C  -1.398  1.215  5.707  0.198
C  -0.494  1.663  4.746  -0.103
C  -0.137  0.849  3.694  0.142
C  -1.686  -2.188  1.432  0.053
C  -2.967  -1.673  1.648  0.067
C  -4.046  -2.212  0.981  -0.019
C  -3.863  -3.266  0.090  0.139
C  -2.585  -3.744  -0.168  -0.077
C  -1.498  -3.202  0.483  0.145
H  0.438  -3.820  2.242  0.008
H  0.623  -3.113  3.855  0.009
H  1.826  -1.074  4.811  0.009
H  3.191  0.620  5.977  -0.001
H  5.459  1.152  5.176  0.000
H  6.376  0.020  3.188  0.000
H  4.987  -1.645  1.981  0.002
H  3.112  -4.441  4.664  0.004
H  4.024  -6.737  4.799  0.000
H  4.707  -7.922  2.749  0.003
H  4.589  -6.780  0.560  0.000
H  3.668  -4.490  0.418  0.006
H  -1.993  -1.894  4.506  0.019
H  -2.631  -0.408  6.370  -0.004
H  -1.677  1.859  6.527  0.026
H  -0.075  2.657  4.821  -0.002
H  0.554  1.186  2.933  0.085
H  -3.101  -0.853  2.342  0.008
H  -5.037  -1.810  1.142  -0.003
H  -4.711  -3.694  -0.420  0.021
H  -2.441  -4.543  -0.881  -0.003
H  -0.497  -3.552  0.264  0.036
O  1.538  -1.429  -1.282  0.008
N  2.558  -1.082  -2.067  0.000
C  2.708  -1.707  -3.252  -0.001
C  3.745  -1.397  -4.088  0.000
C  4.653  -0.406  -3.704  0.000
C  4.482  0.225  -2.484  -0.001
C  3.436  -0.135  -1.637  0.000
S  3.215  0.489  -0.070  0.000
H  1.961  -2.450  -3.467  0.000
H  3.857  -1.936  -5.016  0.000
H  5.488  -0.152  -4.335  0.000
H  5.170  0.979  -2.140  0.000
C  -2.354  0.768  -1.594  -0.014
P  -0.505  0.572  -1.362  0.026
C  -0.068  0.594  -3.151  0.001
C  -0.185  -0.662  -3.745  -0.006
C  0.108  -0.852  -5.081  0.001
C  0.520  0.218  -5.857  0.000
C  0.624  1.472  -5.283  0.000
C  0.331  1.663  -3.943  -0.001
C  -0.108  2.213  -0.648  -0.010
C  0.946  3.028  -1.052  -0.001
C  1.222  4.207  -0.381  0.000
C  0.481  4.573  0.729  0.004
C  -0.520  3.731  1.188  0.022
C  -0.794  2.556  0.519  0.030
P  -2.948  1.581  -3.157  0.000
C  -2.485  3.330  -2.832  0.000
C  -2.689  3.982  -1.623  0.000
C  -2.211  5.265  -1.439  0.000
C  -1.546  5.917  -2.464  0.000
C  -1.393  5.296  -3.693  0.000
C  -1.865  4.010  -3.875  0.000
C  -4.750  1.688  -2.776  0.000
C  -5.333  1.709  -1.515  0.001
C  -6.705  1.816  -1.382  0.000
C  -7.515  1.891  -2.502  0.000
C  -6.945  1.857  -3.764  0.000
C  -5.574  1.758  -3.897  0.000
H  -2.745  1.266  -0.707  0.006
H  -2.770  -0.247  -1.635  0.004
H  -0.493  -1.494  -3.127  0.004
H  0.026  -1.832  -5.528  0.000
H  0.754  0.083  -6.902  0.000
H  0.937  2.317  -5.882  0.000
H  0.414  2.656  -3.535  0.000
H  1.575  2.738  -1.879  0.000
H  2.042  4.829  -0.713  0.000
H  0.692  5.498  1.247  0.000
H  -1.075  3.989  2.080  -0.002
H  -1.537  1.880  0.926  -0.036
H  -3.221  3.496  -0.818  0.000
H  -2.348  5.758  -0.487  0.000
H  -1.149  6.910  -2.306  0.000
H  -0.897  5.811  -4.504  0.000
H  -1.746  3.509  -4.826  0.000
H  -4.732  1.635  -0.620  0.001
H  -7.146  1.835  -0.395  0.000
H  -8.587  1.966  -2.390  0.000
H  -7.573  1.897  -4.642  0.000
H  -5.119  1.727  -4.878  0.000


- Which of these has the highest spin multiplicity?
  C30H45BrCoN2P2S


- The highest spin multiplicity belongs to which entry?
  C30H45BrCoN2P2S